Entry 1:
{
  "formula": "C20H14N2O8Rb",
  "method": "ωB97M-V/def2-TZVPD",
  "species": ["Rb", "O", "C", "O", "C", "C", "C", "C", "C", "N", "C", "O", "O", "H", "H", "H", "H", "H", "O", "C", "O", "C", "C", "C", "C", "C", "C", "N", "O", "O", "H", "H", "H", "H", "C", "C", "C", "C", "C", "C", "H", "H", "H", "H", "H"],
  "positions_angstrom": [[0.004, -0.393, -0.528], [-1.234, 3.525, 2.800], [-1.043, 2.383, 2.110], [-0.596, 2.372, 1.002], [-1.444, 1.175, 2.882], [-2.005, 1.273, 4.156], [-2.341, 0.100, 4.802], [-2.100, -1.112, 4.180], [-1.527, -1.109, 2.904], [-1.221, 0.019, 2.280], [-1.194, -2.349, 2.136], [-1.470, -3.539, 2.714], [-0.692, -2.341, 1.053], [-0.927, 4.246, 2.232], [-2.166, 2.240, 4.607], [-2.784, 0.124, 5.789], [-2.361, -2.025, 4.699], [-1.870, -3.435, 3.582], [0.203, 0.449, -5.002], [0.129, 0.810, -3.822], [-0.387, 0.216, -2.840], [0.742, 2.197, -3.500], [0.903, 2.645, -2.191], [1.417, 3.901, -1.936], [1.770, 4.720, -3.002], [1.633, 4.284, -4.317], [1.125, 3.023, -4.554], [2.278, 6.052, -2.742], [2.380, 6.423, -1.583], [2.576, 6.759, -3.693], [0.610, 2.005, -1.371], [1.548, 4.261, -0.926], [1.924, 4.943, -5.122], [1.005, 2.638, -5.557], [5.800, 0.054, 0.005], [5.075, 1.235, -0.077], [3.680, 1.203, -0.015], [2.972, 0.005, 0.128], [3.731, -1.167, 0.209], [5.127, -1.151, 0.149], [6.884, 0.072, -0.051], [5.598, 2.183, -0.196], [3.145, 2.150, -0.087], [3.237, -2.133, 0.322], [5.692, -2.080, 0.210]],
  "spin_multiplicity": 1,
  "de_lowest_kcal_mol": 18.1,
  "total_energy_ev": -40981.279,
  "gap_ev": 3.7,
  "e_lumo_ev": 0.825,
  "total_charge": -1,
  "largest_force_ev_per_a": 1.32
}

Entry 2:
{
  "formula": "C8H9LuNO2",
  "method": "ωB97M-V/def2-TZVPD",
  "species": ["O", "C", "O", "N", "C", "C", "C", "C", "C", "C", "C", "H", "H", "H", "H", "H", "H", "H", "H", "H", "Lu"],
  "positions_angstrom": [[-1.815, 0.786, 1.633], [-1.543, 1.603, 0.781], [-0.980, 2.787, 1.193], [-1.815, 1.393, -0.630], [-0.538, 1.174, -1.397], [0.318, 0.124, -0.554], [1.506, 0.504, 0.192], [2.234, -0.552, 0.985], [1.700, -1.941, 0.986], [0.510, -2.354, 0.248], [-0.206, -1.291, -0.553], [-0.609, 2.601, 2.080], [-2.327, 0.501, -0.697], [0.032, 2.124, -1.560], [-0.810, 0.668, -2.398], [1.822, 1.581, 0.163], [3.138, -0.206, 1.547], [2.215, -2.729, 1.593], [0.098, -3.398, 0.272], [-1.162, -1.514, -1.129], [-1.771, -1.859, -2.753]],
  "spin_multiplicity": 1,
  "total_energy_ev": -47606.576,
  "gap_ev": 3.6,
  "e_lumo_ev": -16.423,
  "total_charge": 3,
  "largest_force_ev_per_a": 3.50
}

Entry 3:
{
  "formula": "C4H31O13",
  "method": "ωB97M-V/def2-TZVPD",
  "species": ["C", "O", "C", "C", "C", "O", "H", "H", "H", "H", "H", "H", "H", "H", "H", "H", "H", "O", "H", "H", "O", "H", "H", "O", "H", "H", "O", "H", "H", "O", "H", "H", "O", "H", "H", "O", "H", "H", "O", "H", "H", "O", "H", "H", "O", "H", "H", "O"],
  "positions_angstrom": [[-0.231, -0.285, -0.840], [0.046, 1.089, -0.634], [1.001, -1.137, -0.585], [0.941, -2.156, 0.531], [1.986, -3.231, 0.403], [2.925, -3.161, 1.499], [-1.150, -0.598, -0.313], [-0.475, -0.174, -1.910], [-0.406, 1.535, 0.163], [1.888, -0.317, -0.301], [1.494, -1.543, -1.473], [1.014, -1.538, 1.460], [-0.015, -2.510, 0.911], [2.646, -3.122, -0.517], [1.454, -4.211, 0.255], [-1.286, 4.171, 1.295], [-2.024, 2.821, 0.872], [-1.691, 3.664, 0.563], [0.134, -2.093, 3.499], [-2.026, -0.658, 0.998], [-2.554, -1.496, 0.536], [1.312, 1.283, 1.972], [-0.053, 0.485, 2.248], [0.904, 0.710, 2.650], [2.321, 2.024, -0.354], [3.300, 1.490, -1.638], [2.895, 1.436, -0.854], [-1.951, 1.140, 2.319], [-3.291, 1.237, 0.145], [-1.541, 0.550, 1.703], [0.671, -0.445, -4.076], [1.428, -0.812, -2.817], [1.550, -0.708, -3.809], [-2.589, -0.962, -2.889], [-2.207, -1.686, -1.535], [-2.508, -1.827, -2.531], [0.624, 3.255, 1.850], [0.195, 3.284, 0.491], [0.918, 3.612, 1.014], [1.331, -2.895, 3.002], [3.336, -2.299, 1.657], [0.382, -2.829, 2.905], [-0.537, 3.023, -2.395], [0.755, 2.393, -2.062], [0.353, 3.008, -2.655], [-4.005, 0.438, -0.799], [-3.497, -1.282, 0.740], [-3.768, 1.331, -0.695]],
  "spin_multiplicity": 1,
  "de_lowest_kcal_mol": 79.9,
  "total_energy_ev": -31267.506,
  "gap_ev": 9.4,
  "e_lumo_ev": 2.620,
  "total_charge": -1,
  "largest_force_ev_per_a": 6.04
}

Entry 4:
{
  "formula": "C2H10N4S2",
  "method": "ωB97M-V/def2-TZVPD",
  "species": ["C", "C", "N", "N", "N", "N", "S", "S", "H", "H", "H", "H", "H", "H", "H", "H", "H", "H"],
  "positions_angstrom": [[2.930, -0.112, -0.153], [-3.236, 0.600, 0.267], [3.316, -1.400, -0.111], [-3.745, -0.558, 0.236], [3.778, 0.926, -0.411], [-3.004, 1.398, -0.731], [1.281, 0.384, 0.255], [0.236, -1.403, 0.516], [-2.767, 0.847, 1.193], [4.300, -1.684, 0.091], [2.560, -2.016, -0.009], [-3.955, -1.004, -0.664], [-4.234, -0.893, 1.105], [4.788, 0.707, -0.748], [3.384, 1.863, -0.333], [-2.661, 2.331, -0.600], [-3.420, 1.288, -1.675], [0.450, -1.274, 1.770]],
  "spin_multiplicity": 1,
  "de_lowest_kcal_mol": 4.6,
  "total_energy_ev": -29851.858,
  "gap_ev": 10.4,
  "e_lumo_ev": -6.935,
  "total_charge": 2,
  "largest_force_ev_per_a": 3.88
}